Entry 1:
Below is a single C4H6FNS molecule, with properties calculated with ωB97M-V with the def2-TZVPD basis set.

```
13
Properties=species:S:1:pos:R:3:forces:R:3
F -1.1847 1.9202 0.0279 -0.2 0.1 0.1
C 0.1695 1.6542 -0.0203 0.2 0.1 -0.1
C 0.4654 0.1803 -0.1087 0.5 -0.3 0.1
S 2.0082 -0.3711 0.0749 -0.5 0.2 0.0
N -0.5857 -0.5889 -0.4463 -0.3 -0.4 0.3
C -0.8871 -1.9267 0.0040 0.5 -0.2 0.1
C -1.8398 -0.7933 0.2528 -0.2 -0.2 -0.5
H 0.5654 2.1328 -0.9215 0.1 0.0 0.2
H 0.6423 2.0611 0.8735 0.0 0.1 -0.1
H -0.2914 -2.3278 0.8410 -0.3 0.4 -0.4
H -1.0711 -2.6489 -0.7881 -0.1 0.2 0.1
H -2.7402 -0.7071 -0.3565 0.3 0.0 0.2
H -1.9223 -0.4179 1.2588 0.1 0.1 0.2
```
Forces are in eV/Å.

Calculated values
HOMO energy: -8.714 eV
net charge: 0
relative energy (zero: lowest compared OMol25 entry of this formula, charge and spin): 35.35 kcal/mol
E: -708.7656 Ha

***

Entry 2:
Below is a single C4H6FNS2 molecule at a distorted geometry, with properties calculated with ωB97M-V with the def2-TZVPD basis set.

```
14
Properties=species:S:1:pos:R:3:forces:R:3
F -1.2727 1.3751 -0.9084 1.5 0.6 0.4
C 0.0797 1.6534 -0.4657 -4.1 -6.1 2.9
C 0.3157 1.3798 1.0366 -0.6 -1.0 -1.9
C 0.8192 0.3467 -0.1372 1.6 0.7 2.1
C 0.4763 -1.1499 -0.0544 2.4 1.5 -1.7
S 1.3752 -2.4519 -0.4347 1.5 -0.1 -0.5
N -0.7347 -1.2625 0.2469 -6.8 0.0 1.3
S -1.8046 -2.5988 -0.2463 1.0 1.1 0.6
H 0.4372 2.4584 -0.9329 1.6 2.8 -1.9
H 1.1256 2.0531 1.2243 0.3 0.1 1.3
H -0.5003 1.0985 1.8616 2.0 0.8 -2.3
H 1.8799 0.2532 -0.2597 0.6 1.2 -0.2
H -1.1618 -0.3338 0.4082 -0.7 -1.4 -0.4
H -1.0347 -2.8210 -1.3381 -0.2 -0.1 0.1
```
Forces are in eV/Å.

Calculated values
HOMO energy: -8.395 eV
net charge: 0
relative energy (zero: lowest compared OMol25 entry of this formula, charge and spin): 73.93 kcal/mol
E: -1106.8836 Ha

***

Entry 3:
Below is a molecular structure, C4H6FO2S at a distorted geometry, with properties calculated with ωB97M-V with the def2-TZVPD basis set.

```
14
Properties=species:S:1:pos:R:3:forces:R:3
C -1.6887 -0.9035 0.2089 1.2 -2.2 -1.1
C -1.2428 0.2679 0.5508 3.6 2.9 0.4
C 0.7855 0.6570 -1.3636 -1.1 -1.3 -1.9
C 0.5158 0.8527 0.0678 -4.0 -3.9 1.8
O 0.8225 -0.5450 2.3509 -0.6 0.1 1.8
O 1.2226 -1.5741 0.1720 0.7 -0.5 0.2
F 0.6207 2.1102 0.4886 0.2 1.7 0.4
S 1.5559 -0.4467 1.1026 0.0 0.5 -2.1
H -2.5752 -1.4276 0.5923 0.3 0.5 -0.1
H -0.8972 -1.5133 -0.3506 -1.6 0.6 0.5
H -1.6286 0.9323 1.3528 0.0 -0.4 -0.8
H 0.0113 1.1724 -2.0441 1.6 -0.1 0.9
H 1.8657 0.8832 -1.5102 -0.7 0.2 -0.6
H 0.6325 -0.4654 -1.6181 0.5 1.9 0.7
```
Forces are in eV/Å.

Calculated values
HOMO energy: -3.152 eV
net charge: -1
relative energy (zero: lowest compared OMol25 entry of this formula, charge and spin): 41.41 kcal/mol
E: -804.4959 Ha

***

Entry 4:
Below is a molecular structure, C4H6FO4Tl at a distorted geometry, with properties calculated with ωB97M-V with the def2-TZVPD basis set.

```
16
Properties=species:S:1:pos:R:3:forces:R:3
O 0.8105 0.6404 -1.0168 0.0 -1.5 -2.9
C 1.6644 -0.3453 -0.7772 2.5 -1.5 1.2
C 1.0386 -1.4373 0.0942 0.0 -0.6 -0.5
O 0.2402 -0.7774 1.0856 -0.4 0.8 0.2
C -0.9123 -0.2608 0.6893 -0.2 -2.5 0.6
O -1.7063 -1.1160 0.1043 1.0 0.3 -0.1
O -1.2314 0.8886 0.9997 -1.4 -0.1 0.5
C -2.6731 -0.6087 -0.8229 -1.0 0.4 -0.1
H 1.7874 -2.0326 0.6246 -0.2 0.2 -0.1
F 2.8091 0.1399 -0.0505 -1.1 0.0 -0.5
H 2.1017 -0.7936 -1.6889 -0.4 0.4 0.1
H 0.4111 -2.0902 -0.5257 0.1 0.1 0.2
H -3.1397 -1.4882 -1.2730 0.1 0.3 0.1
H -3.4147 -0.0046 -0.2886 0.1 -0.2 -0.2
H -2.1781 0.0014 -1.5867 0.0 -0.2 0.1
Tl 0.1903 2.1309 0.0386 0.7 4.1 1.4
```
Forces are in eV/Å.

Calculated values
HOMO energy (alpha / beta): -15.089 / -15.099 eV
spin multiplicity: 2
⟨S²⟩: 0.75
net charge: +1
relative energy (zero: lowest compared OMol25 entry of this formula, charge and spin): 2.55 kcal/mol
E: -728.9803 Ha

***

Entry 5:
Below is a molecular structure, C4H6FeO3 at a distorted geometry, with properties calculated with ωB97M-V with the def2-TZVPD basis set.

```
14
Properties=species:S:1:pos:R:3:forces:R:3
H -3.7350 -0.5926 -0.4471 -0.1 -0.1 -0.7
C -3.9060 0.6797 -0.5622 0.7 1.2 0.0
H -4.5181 1.1729 -1.3341 -0.4 -0.8 -0.1
H -4.2089 0.9327 0.4660 0.1 -0.2 0.0
C -2.7014 0.1698 -0.9061 -0.6 -0.1 0.8
O 0.8575 -1.4584 -1.0225 -2.5 0.1 -0.7
C 1.4366 -0.6727 -0.2146 6.3 -0.9 1.1
O 0.7897 0.2769 0.3156 -2.3 0.7 -0.2
Fe -0.7412 -0.3869 -0.6867 1.1 -0.3 0.1
O 2.7102 -0.8685 0.0292 -3.0 -0.3 -1.1
C 3.3715 0.0278 0.9266 0.8 1.0 1.0
H 3.3400 1.0500 0.5331 0.0 -0.3 0.0
H 2.9001 -0.0089 1.9151 0.1 -0.1 -0.2
H 4.4051 -0.3217 0.9877 -0.3 0.0 -0.1
```
Forces are in eV/Å.

Calculated values
HOMO energy (alpha / beta): -19.176 / -19.860 eV
spin multiplicity: 7
⟨S²⟩: 12.01
net charge: +2
relative energy (zero: lowest compared OMol25 entry of this formula, charge and spin): 7.11 kcal/mol
E: -1644.5145 Ha

***

Entry 6:
Below is a molecular structure, C4H6HgO3 at a distorted geometry, with properties calculated with ωB97M-V with the def2-TZVPD basis set.

```
14
Properties=species:S:1:pos:R:3:forces:R:3
C -0.5204 -0.6821 0.3164 0.2 1.1 1.6
O -0.2213 0.6591 -0.0860 1.7 0.8 1.2
C 1.0026 1.1177 0.6695 -0.8 -0.5 -0.7
C 1.1869 -0.0213 1.6756 -0.2 0.1 0.2
O 0.5412 -1.1339 1.0915 0.2 -0.3 -0.2
C 0.7855 2.4817 1.2796 -0.2 0.1 0.0
O -0.9035 -1.4261 -0.6494 -0.2 -1.2 -0.8
Hg -0.9115 -0.1295 -2.3355 -0.3 0.1 -0.8
H 1.8376 1.1348 -0.0479 -0.3 0.0 0.1
H 2.2401 -0.2775 1.8392 -0.3 0.1 0.0
H 0.7172 0.2274 2.6423 0.1 0.0 -0.2
H 0.6183 3.2357 0.4993 0.0 -0.2 0.2
H 1.6707 2.7811 1.8604 -0.2 -0.1 -0.2
H -0.0848 2.4626 1.9511 0.2 0.0 -0.2
```
Forces are in eV/Å.

Calculated values
HOMO energy (alpha / beta): -6.178 / -10.284 eV
spin multiplicity: 3
⟨S²⟩: 2.01
net charge: 0
relative energy (zero: lowest compared OMol25 entry of this formula, charge and spin): 11.26 kcal/mol
E: -535.0268 Ha

***

What is the net charge in the first record?
0

***

What is the net charge in the second record?
0

***

Which formula does entry 3 have?
C4H6FO2S